{
  "formula": "C22H25NO5",
  "method": "ωB97M-V/def2-TZVPD",
  "symbols": ["C", "C", "H", "H", "O", "C", "O", "C", "C", "C", "C", "C", "C", "H", "H", "N", "C", "O", "C", "C", "C", "C", "C", "C", "C", "H", "H", "O", "C", "H", "H", "H", "H", "H", "C", "H", "H", "C", "O", "C", "H", "C", "H", "H", "H", "H", "H", "H", "H", "H", "H", "H", "H"],
  "coordinates": [[3.21, -4.72, 3.62], [2.07, -4.74, 2.61], [1.10, -4.80, 3.12], [2.17, -5.58, 1.92], [2.09, -3.58, 1.79], [1.52, -2.47, 2.28], [0.97, -2.43, 3.36], [1.59, -1.32, 1.35], [1.92, -1.49, 0.01], [1.88, -0.41, -0.85], [1.50, 0.85, -0.38], [1.28, 1.03, 0.99], [1.30, -0.05, 1.84], [1.09, 0.07, 2.89], [1.05, 2.02, 1.36], [1.40, 1.95, -1.26], [0.34, 2.43, -1.97], [0.41, 3.54, -2.45], [-0.89, 1.52, -2.12], [-1.29, 1.06, -0.73], [-1.39, -0.27, -0.35], [-1.71, -0.64, 0.95], [-1.96, 0.33, 1.91], [-1.90, 1.68, 1.53], [-1.57, 2.03, 0.24], [-1.50, 3.07, -0.02], [-2.11, 2.43, 2.27], [-2.25, 0.10, 3.21], [-2.21, -1.23, 3.68], [-2.46, -1.17, 4.74], [-2.95, -1.86, 3.17], [-1.21, -1.67, 3.57], [-1.75, -1.69, 1.20], [-1.20, -1.06, -1.06], [-2.06, 2.32, -2.73], [-2.22, 3.25, -2.18], [-2.96, 1.71, -2.65], [-1.82, 2.68, -4.20], [-1.52, 1.55, -4.99], [-0.37, 0.90, -4.51], [-0.18, 0.07, -5.20], [-0.60, 0.36, -3.09], [0.26, -0.22, -2.77], [-1.48, -0.29, -3.12], [0.49, 1.58, -4.52], [-2.73, 3.11, -4.63], [-1.01, 3.41, -4.27], [2.12, 2.66, -1.13], [2.14, -0.53, -1.89], [2.19, -2.47, -0.36], [3.20, -5.65, 4.19], [3.08, -3.89, 4.31], [4.16, -4.62, 3.11]],
  "mulliken_charge": [-1.108, -0.274, 0.300, 0.326, -0.338, 0.263, -0.676, 0.662, -0.783, -0.573, 0.021, -0.063, -0.676, 0.449, 0.404, -0.082, -0.308, -0.677, 2.402, -0.734, -0.538, -0.491, 0.825, -1.225, -0.378, 0.369, 0.430, -0.483, -0.499, 0.267, 0.323, 0.061, 0.470, 0.361, -0.757, 0.405, 0.421, -0.709, -0.453, -0.862, 0.414, -0.657, 0.103, 0.449, 0.380, 0.415, 0.341, 0.338, 0.655, 0.494, 0.377, 0.315, 0.304],
  "gap_ev": 8.47,
  "smiles": "CCOC(=O)c1ccc(NC(=O)C2(c3ccc(OC)cc3)CCOCC2)cc1",
  "total_energy_ev": -34947.939,
  "homo_ha": -0.3030,
  "de_lowest_kj_mol": 162.1
}